This record from the OMol25 dataset describes a cluster of 6 separate species, C35H55F19N6O18PS3 in total. The level of theory is ωB97M-V/def2-TZVPD.

Summary:
HOMO energy	-0.429	Ha
total charge	+1
lowest unoccupied orbital energy	-0.122	Ha

Structure (XYZ):
```
137
Properties=species:S:1:pos:R:3:forces:R:3
S 2.223 5.806 5.164 0.5834 0.4643 1.2081
S 3.489 2.028 -2.270 -0.0567 -0.1067 0.6424
S 3.215 0.353 4.334 -1.7005 -2.1903 1.7290
P 3.551 2.617 -0.457 0.7472 -0.0208 -3.2739
F -4.783 1.090 -9.160 0.1069 0.0907 0.1053
F -2.741 -7.924 2.168 0.0740 -0.0459 -0.0880
F -3.991 -6.206 2.571 -0.0329 0.1642 -0.0291
F 5.181 1.676 5.599 0.1078 -0.6893 -0.8499
F -5.984 -0.659 3.132 -0.1044 -0.0763 0.0465
F -1.677 -4.273 -4.811 0.0672 -0.0157 -0.1182
F -0.991 2.366 -2.726 0.0687 0.0268 -0.1997
F 2.440 1.441 -4.770 -0.2002 0.0883 -0.0659
F 3.088 0.621 -6.641 -0.0054 -0.0609 -0.2877
F 5.271 -0.506 5.579 -0.2168 1.1508 -0.6545
F 5.851 0.581 3.775 -0.3584 0.3499 0.8618
F -4.563 0.814 3.806 -0.0014 0.0848 0.0265
F -1.831 -3.868 -2.705 0.1098 0.0619 0.2015
F -4.654 -0.414 -10.701 0.0935 -0.0964 -0.0713
F -3.994 -0.633 2.302 0.2160 -0.0515 0.0263
F -2.643 -2.465 -4.128 -0.0649 0.1752 -0.0272
F -3.399 -7.519 4.179 0.0044 0.0312 0.1807
F -6.455 -0.220 -9.524 -0.1075 -0.0461 0.0467
F 3.800 2.559 -6.026 -0.0234 0.1570 -0.0215
O 3.095 -1.054 4.107 0.8256 0.0253 -1.1125
O 0.835 6.465 4.696 0.3843 -0.2760 -0.2671
O 3.013 4.139 -0.366 -0.2360 -0.4827 1.1167
O 0.315 -2.225 -2.960 -0.0579 0.0103 0.3363
O 0.013 -2.277 -5.189 -0.1963 0.0102 0.0384
O -3.514 -1.019 5.439 0.2191 0.3009 -0.0223
O -1.397 -5.713 4.371 -0.1974 0.0237 0.2966
O -3.666 -0.888 -7.700 0.1694 0.2513 0.0793
O 5.071 2.715 0.034 -0.8139 0.0718 0.9011
O 3.139 6.846 5.473 0.1997 0.4828 -0.6958
O 2.441 0.778 5.453 0.3128 1.3309 -0.1556
O -5.140 -2.326 -8.604 -0.0102 0.0222 -0.1727
O -1.173 -5.788 2.139 -0.1812 0.0422 -0.0892
O 1.941 4.913 6.236 -0.6910 -0.6375 -0.2088
O -0.690 3.009 1.285 -0.1869 -0.2058 0.2052
O 1.016 3.336 -5.966 0.1862 0.0544 0.1247
O -4.626 -2.618 4.314 0.0216 0.0014 -0.1769
O 1.208 2.137 -7.860 0.0965 -0.2409 -0.2287
N 2.604 1.697 0.617 -0.1857 1.2225 0.0646
N -0.301 3.598 4.011 0.5103 -0.0623 -0.3627
N -1.939 1.906 3.852 0.8512 -0.1777 -0.5129
N -0.235 1.848 5.581 0.4878 -0.1790 -0.3943
N 1.469 1.827 2.565 -0.6676 -1.0643 0.3245
N 0.423 2.628 0.584 0.0899 0.5176 -0.8566
C 2.738 1.753 -6.042 0.3107 -0.2723 0.1643
C -5.123 -0.153 -9.478 -0.1471 0.2080 -0.1561
C 1.550 2.418 -6.754 -0.2774 0.3100 0.0587
C -0.030 -4.921 2.226 0.5871 0.2893 -0.1646
C 3.651 2.624 3.021 0.2953 -0.0548 0.5531
C 3.093 0.593 1.472 1.5816 -2.3859 -0.4757
C 3.123 3.434 4.227 -0.0496 0.7497 -0.7163
C -1.386 3.286 -6.387 0.1303 -0.2953 0.0732
C -4.666 -3.378 -7.741 0.0816 -0.5094 0.3408
C -4.207 -1.393 4.537 -0.0002 -0.4323 0.1347
C 1.426 2.098 1.229 1.0098 -0.4437 0.9503
C 4.608 -0.804 -0.080 -0.4084 -0.2792 0.4100
C 0.356 2.827 -0.875 -0.5012 -1.0963 0.2777
C -5.296 -3.283 -6.370 -0.1126 0.3046 0.0347
C 5.023 0.591 4.837 0.5554 -0.7017 0.4188
C -1.049 2.464 -1.357 0.2965 0.4827 0.0231
C -0.299 -2.543 -3.936 0.2596 0.1571 -0.3168
C 4.472 -0.031 1.241 0.4621 0.3741 -0.1616
C 2.853 1.302 2.821 0.3536 1.4118 -0.5945
C 1.464 -1.442 1.891 0.7092 0.1500 -0.3756
C -0.512 2.160 4.182 -1.4844 0.5445 0.9459
C -4.544 -1.154 -8.464 -0.0333 -0.3600 0.0863
C 1.217 -1.511 -5.393 0.5666 0.2294 -0.2513
C -4.707 -0.454 3.427 -0.3076 0.2047 -0.1798
C 2.817 4.859 3.738 -0.2709 -0.2511 0.7214
C -1.751 -6.083 3.292 0.3171 0.1319 -0.1928
C 2.060 -0.510 1.102 -0.6372 -0.1154 0.7180
C -5.127 -3.603 6.487 -0.1481 0.3272 -0.0395
C -0.098 4.068 -6.521 -0.5475 0.3079 -0.1036
C -4.219 -3.619 5.278 0.0411 -0.5599 0.4478
C 2.441 -2.400 -5.336 -0.1047 -0.2504 0.1638
C 1.218 -5.692 2.599 -0.1315 -0.2490 0.1441
C -1.632 -3.307 -3.892 -0.2925 -0.3210 -0.0055
C -2.990 -6.959 3.049 -0.1721 -0.2671 -0.0392
C 0.284 1.235 3.217 -0.7591 0.7658 0.0615
H -1.735 3.266 -1.104 -0.3910 -0.1328 0.0101
H 0.650 6.192 3.790 -0.2441 0.0859 -0.0600
H -2.506 2.197 4.636 -0.1170 -0.0102 0.1251
H -1.369 1.508 -0.955 -0.1241 -0.0808 0.1604
H 1.380 -6.512 1.900 0.0434 0.0740 -0.0861
H -0.640 2.545 6.190 -0.0507 0.1430 0.0318
H 1.124 -1.065 -6.380 -0.2399 -0.1252 -0.0434
H -1.351 2.366 -6.969 -0.0238 0.0498 -0.0872
H 2.927 4.457 0.546 -0.0213 0.3212 -0.0768
H -4.989 -4.127 -5.752 0.0201 -0.0269 -0.0306
H 0.648 3.836 -1.137 0.0548 0.1739 -0.0764
H -3.579 -3.357 -7.685 0.0074 0.2076 -0.0320
H 4.266 -1.820 0.097 -0.0677 -0.1808 -0.0797
H -1.149 3.964 3.606 -0.1378 0.1325 0.0447
H 0.385 -1.436 1.986 -0.2960 -1.3826 -1.4253
H 3.980 -0.412 -0.871 0.2238 0.2355 -0.2902
H -0.227 -4.111 2.929 -0.1250 -0.1267 0.1229
H 1.030 2.099 -1.314 0.2920 0.1543 -0.2063
H 2.195 3.039 4.614 0.0580 -0.2785 0.2940
H -4.863 -4.410 7.167 0.0281 -0.0303 -0.0289
H -0.404 0.972 2.421 -0.0584 -0.0548 -0.1415
H 0.086 -4.479 1.238 -0.2086 -0.1271 -0.0870
H -4.950 -4.310 -8.225 -0.1184 0.1222 -0.1774
H 3.499 3.277 2.173 -0.0618 -0.2391 -0.3974
H 3.729 5.335 3.395 -0.0461 0.3932 -0.1680
H -6.384 -3.279 -6.445 0.0000 -0.1172 -0.0370
H -2.228 3.882 -6.736 0.0142 0.0331 -0.0131
H 1.275 -0.700 -4.669 -0.1431 -0.1369 0.1545
H -1.556 3.009 -5.346 -0.0309 0.0990 0.0164
H 1.781 -0.495 0.052 -1.1838 1.2605 0.1719
H 4.725 2.465 3.061 0.0942 -0.0971 0.0940
H 2.018 4.853 3.001 0.0406 -0.0927 -0.2761
H 5.198 3.556 0.494 0.4921 0.0002 0.1051
H -3.175 -3.477 5.554 -0.0053 0.2099 -0.0722
H 2.559 -2.840 -4.345 0.0218 0.0794 0.0341
H -0.694 0.975 5.811 0.2172 -0.2006 0.1363
H -4.295 -4.575 4.766 -0.0896 0.1253 -0.2350
H -5.000 -2.362 -5.868 0.0920 -0.0377 0.0218
H 2.089 -5.038 2.584 -0.0092 0.0218 -0.0236
H 5.304 0.650 1.397 -0.0396 0.2603 -0.1318
H -2.044 0.900 3.780 -0.4134 -0.0630 -0.0029
H 5.641 -0.882 -0.390 0.1440 0.2329 -0.1763
H 4.559 -0.780 2.022 -0.0512 0.0398 0.3018
H -6.167 -3.722 6.183 0.0150 -0.1207 -0.0123
H 3.855 3.537 5.016 0.0008 -0.3555 0.2414
H 2.349 -3.220 -6.048 0.0290 0.0687 -0.0896
H -0.772 3.968 1.188 0.1203 0.1716 0.0437
H 0.506 0.309 3.735 0.5174 0.0126 0.0814
H -0.154 4.993 -5.952 0.1831 -0.0640 0.1321
H 3.335 -1.827 -5.570 -0.0194 0.0336 -0.0291
H 1.129 -6.125 3.595 0.0177 0.0912 0.0413
H 0.107 4.332 -7.558 0.1318 -0.1681 -0.0267
H 2.042 -2.186 2.418 -0.1025 0.8974 1.5321
H -0.146 4.050 4.903 0.0621 -0.0438 0.1051
H -5.050 -2.658 7.024 0.0902 -0.0277 0.0435
```
Positions in Å, forces in eV/Å.



This record from the OMol25 dataset describes a structure of composition C35H55N4OOsP2. The level of theory is ωB97M-V/def2-TZVPD.

Summary:
HOMO energy (alpha / beta)	-0.625 / -0.625	Ha
spin multiplicity	5
total charge	+3
lowest unoccupied orbital energy (alpha / beta)	-0.357 / -0.467	Ha

Structure (XYZ):
```
98
Properties=species:S:1:pos:R:3:forces:R:3
Os 0.003 0.076 0.345 1.2851 -1.0888 -1.8284
P 0.307 2.043 -0.880 -0.6945 1.2635 -2.0500
P 0.179 -1.879 1.551 -0.0786 -3.4782 2.0163
O -1.587 1.123 2.696 2.9593 -2.2399 -4.4508
N 2.141 0.095 0.895 1.0461 -1.3798 -2.1228
N 0.880 -0.785 -1.389 0.8011 1.5565 -0.4592
N -3.784 -0.204 1.117 0.4054 -0.9643 -0.2295
N -6.989 4.016 1.959 1.7124 -2.1733 -0.4503
C -1.965 3.829 -0.637 -0.2003 -0.9041 -0.2670
C -1.706 -1.904 3.732 -0.5406 0.2869 -0.1139
C 1.924 -0.303 -1.922 -1.3072 -0.8389 0.8430
C -6.301 3.086 1.777 -1.5158 1.7676 0.4609
C -0.765 3.694 1.467 0.0591 -0.5904 0.1894
C 0.179 -3.422 3.959 0.1766 -0.8568 0.1925
C 2.869 0.869 0.020 -1.0936 0.4763 0.2881
C -2.012 -2.334 0.040 0.3040 -0.4894 0.3092
C 4.221 0.995 0.147 0.0848 -0.0084 -1.0284
C 2.798 -1.034 1.293 -0.1480 0.3567 0.2120
C 1.982 -2.261 1.569 0.1633 0.4033 0.2122
C 0.419 4.829 -0.327 0.5888 0.2575 -0.4480
C -0.180 3.859 -3.346 -0.2715 0.4093 0.1333
C 2.123 1.215 -1.263 0.3603 0.3217 2.4381
C 1.162 1.860 -3.650 0.5250 -0.0800 0.1313
C -5.466 1.922 1.548 -0.0671 0.6210 -0.4734
C 1.942 -2.388 -3.608 -0.3110 -0.3188 -0.6880
C -0.781 -3.136 0.510 0.4066 -0.1994 -0.3034
C -1.215 1.571 -3.051 -0.9347 -0.5343 -0.4727
C 4.188 -1.103 1.248 -0.0170 -0.4326 0.8949
C -1.139 -4.408 1.277 -0.2515 -0.2931 0.0078
C -0.555 3.692 -0.054 0.7806 1.0996 0.7585
C -3.895 0.724 0.186 -1.2108 1.4376 0.5553
C 0.047 -3.614 -0.703 -0.3880 0.0347 0.0972
C 0.026 2.416 -2.808 -0.8670 -0.2000 -0.7309
C 2.828 -1.381 -2.773 -0.1471 0.1468 -1.3645
C 0.589 -0.985 4.156 0.3540 0.5564 0.1640
C -4.737 1.841 0.353 0.4122 -1.1529 0.3619
C 4.918 -0.059 0.719 0.3621 0.1795 1.1139
C -1.003 0.705 1.750 -5.1598 3.7337 6.7260
C -0.214 -2.053 3.432 -0.6021 0.0177 -0.3235
C 3.540 -2.270 -1.785 0.7491 0.6518 1.3758
C 3.835 -0.680 -3.698 0.1091 0.1325 -0.0834
C -4.542 -0.179 2.199 -0.5339 1.1741 0.1198
C -5.389 0.895 2.480 0.2365 -0.4367 -0.0076
H -1.669 3.168 1.766 0.1596 -0.0436 -0.1233
H 0.685 4.971 -1.374 -0.2271 0.0574 0.1695
H 2.631 -3.136 -4.120 -0.5823 1.2040 0.6719
H 4.499 -1.840 -1.446 -0.5207 -0.0142 0.0972
H 4.680 -1.954 1.739 -0.1967 0.2415 -0.6172
H 2.267 -3.021 0.812 -0.2944 0.3404 0.5189
H -0.938 4.723 1.807 0.2706 -0.1007 -0.2839
H -1.871 -4.234 2.077 0.3256 -0.1902 -0.2395
H -1.001 4.429 -2.901 0.3477 -0.2532 -0.1782
H -4.489 -1.011 2.879 0.1352 -0.1971 0.1649
H 1.341 -1.928 -4.434 0.4267 -0.1746 0.8567
H -3.334 0.608 -0.726 0.2812 -0.1030 -0.2322
H 3.809 -3.210 -2.226 -0.0564 -0.4460 -0.4175
H 0.293 -2.779 -1.356 0.0749 -0.0845 -0.0528
H -1.593 -5.106 0.553 0.0715 0.2437 0.3238
H -5.958 0.917 3.398 -0.1008 0.0513 -0.0404
H 1.363 4.638 0.192 -0.0922 0.0647 0.1584
H -2.317 -2.623 3.176 0.1107 0.1380 0.1172
H -2.572 -2.943 -0.693 0.2446 0.5804 0.0329
H -4.811 2.588 -0.414 -0.1800 0.2334 -0.1044
H 1.986 2.598 -3.724 -0.2486 -0.6811 -0.0745
H 1.285 -3.038 -2.979 0.4943 0.8154 -0.4752
H -2.419 4.770 -0.304 0.4017 -0.0059 0.0809
H -1.040 0.548 -2.719 -0.0393 -0.1817 -0.1700
H 1.491 0.900 -3.252 0.1394 0.4052 -0.7074
H -2.685 -2.096 0.877 0.3388 0.0597 -0.4985
H -1.638 -1.343 -0.393 -0.8696 -0.9689 -0.0649
H -0.231 -4.904 1.665 -0.5034 0.1815 -0.1059
H -2.068 3.773 -1.708 0.0763 0.2132 -0.0601
H 4.387 -1.444 -4.281 -0.2872 0.3044 0.4192
H 0.961 -4.142 -0.404 -0.2086 0.0310 -0.1324
H 2.880 -2.468 -0.934 0.3502 -0.1631 -0.1539
H 6.005 -0.099 0.749 -0.1712 0.1717 -0.0908
H 0.155 -3.400 5.059 0.0490 0.1870 -0.2891
H -1.886 -2.091 4.803 0.2182 0.0165 -0.3420
H -2.119 1.910 -2.527 0.3177 0.0680 -0.1086
H 1.186 -3.725 3.675 0.0565 -0.1014 0.1152
H 0.841 1.573 -4.640 -0.4064 0.4833 -0.4392
H 2.255 -2.626 2.551 0.0067 -0.3835 0.0730
H 4.661 1.802 -0.404 0.6270 0.0299 -0.2992
H -2.086 -0.903 3.526 -0.0110 -0.1702 0.0407
H 0.143 -0.756 5.129 -0.0124 -0.1830 -0.0906
H -0.402 3.834 -4.442 0.2329 -0.4404 0.8053
H 4.582 -0.104 -3.121 -0.3422 -0.1522 -0.2554
H -0.504 -4.228 3.663 0.2262 0.4182 0.1200
H -0.585 -4.315 -1.292 0.4018 0.4012 0.3615
H -2.601 3.033 -0.240 0.1312 0.1028 0.0765
H -1.467 1.530 -4.124 0.1396 0.1325 0.3002
H 1.617 -1.289 4.350 0.0785 -0.0923 -0.0294
H 2.579 1.992 -1.833 0.9231 -0.1605 -0.6045
H 0.638 -0.031 3.626 -0.0274 0.0851 -0.0235
H 0.028 5.775 0.063 -0.0561 -0.1626 -0.1355
H 3.350 -0.028 -4.437 0.1068 -0.1134 0.2486
H 0.093 3.301 2.015 0.0330 0.1113 0.1106
H 0.719 4.460 -3.232 0.0952 -0.0302 -0.1285
```
Positions in Å, forces in eV/Å.



Values for total energy, eV, ordered as above
-176400.6158 -66206.6442